Formula: C3H7NO2
Source: OMol25
Level of theory: the ωB97M-V functional and the def2-TZVPD basis

Values from the calculation:
SMILES: NC(=O)O.C=C

Positions of all 13 atoms, in Å:
H (-1.927, 1.191, -0.050)
C (-1.686, -0.720, -0.893)
C (-2.224, 0.145, -0.036)
H (-0.231, -0.479, 0.602)
N (2.706, 0.315, 0.416)
O (0.852, 1.157, -0.625)
H (3.003, -0.215, 1.219)
H (-0.936, -0.389, -1.608)
C (1.371, 0.378, 0.152)
H (3.252, 1.115, 0.142)
O (0.710, -0.560, 0.853)
H (-2.955, -0.158, 0.710)
H (-1.935, -1.779, -0.882)

natural (NBO) atomic charge list, values in e, 8 entries: 0.22 -0.41 -0.41 0.51 -0.84 -0.66 0.40 0.22

=====

Formula: C3H7NO2
Source: OMol25
Level of theory: the ωB97M-V functional and the def2-TZVPD basis

Values from the calculation:
SMILES: O=C=O.C=C.N

Positions of all 13 atoms, in Å:
C (-1.649, -0.379, -0.715)
H (-2.088, -0.192, 1.345)
H (-1.504, -1.457, -0.699)
N (1.455, 0.868, 0.696)
H (0.455, 0.683, 0.717)
C (1.860, -1.312, -0.756)
H (1.773, 0.948, 1.656)
C (-1.964, 0.301, 0.383)
O (1.292, -0.847, -1.665)
O (2.428, -1.878, 0.091)
H (1.572, 1.777, 0.260)
H (-2.113, 1.379, 0.364)
H (-1.517, 0.109, -1.678)

natural (NBO) atomic charge list, values in e, 8 entries: -0.37 0.20 0.20 -1.09 0.37 1.06 0.36 -0.42

=====

Calculated relative energy (zero: lowest compared OMol25 entry of this formula, charge and spin) in order - 18.7 20.9 kcal/mol